Version w
DFT (wB97M-V/def2-TZVPD) results for one molecule with the formula C3H4N2O.

The geometry in XYZ format:
```
10
C3H4N2O wB97M-V/def2-TZVPD
N 2.0559 0.8015 -1.2451
H -0.5048 1.1196 -1.0908
C -0.7648 -0.1659 0.5116
C 1.4954 0.0634 -0.5527
N -1.0969 0.8482 -0.3213
O -1.4807 -0.6025 1.3887
H -1.9651 1.3384 -0.1696
H 1.0779 -0.8706 1.2967
C 0.6403 -0.7629 0.3013
H 0.5426 -1.7692 -0.1189
```

The SMILES is N#CCC(N)=O. The calculation puts the gap between HOMO and LUMO at 0.4123 Eh. The calculation puts the highest occupied orbital energy at -10.511 eV.

---

Version x
DFT (wB97M-V/def2-TZVPD) results for one molecule with the formula C3H4N2O.

The geometry in XYZ format:
```
10
C3H4N2O wB97M-V/def2-TZVPD
H -0.1314 -1.8586 0.9085
H 0.3879 1.9561 -1.2142
C -0.2265 -0.0573 -0.2018
H 1.4211 1.2967 -0.0372
C 0.5570 -1.1280 0.4597
N 0.5084 1.6098 -0.2775
O 0.4116 -0.9993 -0.9013
H 1.3491 -0.7738 1.1214
C -1.5812 -0.0287 -0.0292
N -2.6960 -0.0168 0.1716
```

The SMILES is N#C[C@@]1(N)CO1. The calculation puts the gap between HOMO and LUMO at 0.4164 Eh. The calculation puts the highest occupied orbital energy at -10.538 eV.

---

Version y
DFT (wB97M-V/def2-TZVPD) results for one molecule with the formula C3H4N2O.

The geometry in XYZ format:
```
10
C3H4N2O wB97M-V/def2-TZVPD
O -0.6490 0.8743 -1.9712
H -0.7866 -0.1542 2.3533
C 0.8674 -0.1926 -0.4272
H -1.4723 0.4686 -2.2576
H 1.7368 -0.4078 -1.0266
C -0.3268 0.3874 -0.7440
C -0.4570 -0.0563 1.3267
N 0.7710 -0.4645 0.9206
N -1.1507 0.4701 0.3429
H 1.4672 -0.9249 1.4831
```

The SMILES is Oc1c[nH]cn1. The calculation puts the gap between HOMO and LUMO at 0.3474 Eh. The calculation puts the highest occupied orbital energy at -8.552 eV.

---

Relative stability in hartree, measured from the most stable structure: version w 0.0000; version x 0.1469; version y 0.0145

---

Version w
DFT (wB97M-V/def2-TZVPD) results for one molecule with the formula C3H4N2O.

The geometry in XYZ format:
```
10
C3H4N2O wB97M-V/def2-TZVPD
H 1.2867 1.7923 0.0861
O -1.2623 1.7311 0.2320
N 0.2035 -1.5424 -0.1742
H -1.4734 -0.9025 0.9203
H 2.2133 -0.5071 -0.2136
C 1.2275 -0.8556 -0.1760
N 0.8682 0.8392 0.0247
C -0.4650 0.8186 0.1014
H -1.6298 -0.7464 -0.8359
C -0.9439 -0.6345 0.0047
```

The SMILES is O=C1CN=CN1. The calculation puts the gap between HOMO and LUMO at 0.3759 Eh. The calculation puts the highest occupied orbital energy at -9.388 eV.

---

Version x
DFT (wB97M-V/def2-TZVPD) results for a 2-piece molecular cluster, C3H4N2O overall.

The geometry in XYZ format:
```
10
C3H4N2O wB97M-V/def2-TZVPD
C 1.4157 -1.0054 -0.2168
O 2.3593 -0.1315 0.0208
C 0.5250 -1.7847 -0.4355
H -2.5566 -0.3114 -0.1632
H -0.2749 -2.4667 -0.6037
C -1.0635 0.8269 0.3182
N -2.0308 0.1349 0.5750
H 1.8976 0.7154 0.1889
N -0.0428 1.5150 0.2072
H -0.2290 2.5074 0.1091
```

The SMILES is N=C=N.C#CO. The calculation puts the gap between HOMO and LUMO at 0.3648 Eh. The calculation puts the highest occupied orbital energy at -9.272 eV.

---

Version y
DFT (wB97M-V/def2-TZVPD) results for one molecule with the formula C3H4N2O.

The geometry in XYZ format:
```
10
C3H4N2O wB97M-V/def2-TZVPD
H 2.7588 0.1813 0.2298
C -0.0611 0.7786 -0.2621
C 0.9628 -0.1471 -0.3485
C -1.2706 0.2191 0.1652
O 2.2928 0.1350 -0.6204
N -1.3085 -1.0545 0.4142
H -2.1409 0.8717 0.3101
H -2.2340 -1.3735 0.7372
H 0.0988 1.8227 -0.4588
N 0.9019 -1.4335 -0.1669
```

The calculation puts the gap between HOMO and LUMO (spin up / spin down) at 0.2814 / 0.2470 Eh. The calculation puts the highest occupied orbital energy (spin up / spin down) at -8.662 / -8.499 eV.

---

Relative stability in hartree, measured from the most stable structure: version w 0.0000; version x 0.0376; version y 0.0924

---

Version w
DFT (wB97M-V/def2-TZVPD) results for a 2-piece molecular cluster, C3H4N2O overall.

The geometry in XYZ format:
```
10
C3H4N2O wB97M-V/def2-TZVPD
H -2.0444 -0.8937 -0.7141
C -0.3722 -0.0665 0.2483
C 2.3118 -0.0309 -0.1154
N 3.4223 0.2252 -0.2879
H -0.0079 1.6788 1.2725
C -1.0140 -1.1221 -0.4837
H -0.4386 1.9455 -0.3502
H -0.6316 -1.9490 -1.1000
O -0.7402 -1.1122 0.9996
N -0.4852 1.3251 0.5310
```

The calculation puts the gap between HOMO and LUMO at 0.2968 Eh. The calculation puts the highest occupied orbital energy at -9.252 eV.

---

Version x
DFT (wB97M-V/def2-TZVPD) results for one molecule with the formula C3H4N2O.

The geometry in XYZ format:
```
10
C3H4N2O wB97M-V/def2-TZVPD
N -0.9688 1.8216 -0.6765
O 1.9876 -0.1924 0.2116
H 2.3274 -0.6901 -0.5436
H -2.2858 -1.2473 0.6039
C 0.0652 1.1830 -0.4317
H -0.0703 -1.8176 0.8404
N -1.6446 -0.5283 0.2819
H 0.3594 2.2974 -0.7299
C 0.6446 0.0377 0.0217
C -0.4148 -0.8640 0.4221
```

The calculation puts the gap between HOMO and LUMO at 0.2743 Eh. The calculation puts the highest occupied orbital energy at -8.032 eV.

---

Relative stability in hartree, measured from the most stable structure: version w 0.0115; version x 0.0000

---

Version w
DFT (wB97M-V/def2-TZVPD) results for one molecule with the formula C3H4N2O.

The geometry in XYZ format:
```
10
C3H4N2O wB97M-V/def2-TZVPD
O -1.5054 0.1268 1.2753
N 1.5331 -0.1353 -0.6497
H 1.6395 -2.0462 0.3172
C 0.4461 -0.3057 -0.0564
C -1.0116 0.3039 0.2255
C 1.5565 -1.0208 0.5860
N -1.4679 0.9961 -0.7984
H -2.2443 1.6313 -0.7590
H 1.9197 -0.4976 1.4028
H -0.8657 0.9475 -1.5434
```

The SMILES is NC(=O)C1=NC1. The calculation puts the gap between HOMO and LUMO at 0.3946 Eh. The calculation puts the highest occupied orbital energy at -10.046 eV.

---

Version x
DFT (wB97M-V/def2-TZVPD) results for C3H4N2O as an isolated structure.

The geometry in XYZ format:
```
10
C3H4N2O wB97M-V/def2-TZVPD
N -0.2045 -1.1913 -0.2657
H -1.7104 1.4471 -0.5126
O -1.8269 0.8343 0.2286
C -0.5997 0.4148 0.5987
C 0.5939 1.0931 0.2499
H -0.5470 -2.1529 -0.2842
H 2.4666 0.4261 -0.6891
C 1.4528 0.2403 -0.3525
N 0.9967 -1.0871 -0.5736
H -0.6213 -0.0243 1.6006
```

The calculation puts the gap between HOMO and LUMO at 0.3090 Eh. The calculation puts the highest occupied orbital energy at -8.782 eV.

---

Relative stability in hartree, measured from the most stable structure: version w 0.0000; version x 0.0791